No. 1
100
Properties=species:S:1:pos:R:3:forces:R:3:mulliken_charge:R:1 method="wB97M-V/def2-TZVPD" multiplicity=1 lumo_ev=-12.00 charge=+2 gap_ev=1.1
In -0.875279 7.709917 0.512802 -0.0087 -0.0361 0.0340 1.000
N -1.298653 1.889732 0.337704 1.4475 -2.4603 -2.5150 -0.099
S -2.006069 0.792265 1.152425 -5.5319 -1.4428 7.2352 1.102
O -1.169212 -0.086608 1.986128 -1.2523 1.4506 -2.1511 -0.420
O -3.258871 0.238284 0.612159 2.7515 0.5114 0.1878 -0.415
F -2.611931 1.818705 2.204536 0.4022 -0.3458 -0.0114 -0.252
S -0.701114 0.711587 -0.764784 4.2365 0.7375 -4.5118 1.087
O -1.639009 0.143534 -1.680422 -0.1211 0.3849 1.3217 -0.451
O 0.436442 -0.070809 -0.345752 -1.7909 0.6360 0.6836 -0.460
F 0.018391 1.806529 -1.616944 -0.1231 0.5170 -0.2416 -0.226
C -5.566460 -4.973768 6.520459 -0.2916 -1.0142 -0.1692 -0.889
C -6.943769 -4.604209 7.102214 -0.5750 0.4159 0.3473 -0.253
O -7.933872 -5.649208 7.214814 1.1823 0.6052 0.0883 -0.444
H -5.005280 -5.723435 7.078291 -0.2602 0.1302 0.6359 0.278
H -4.889637 -4.134361 6.361052 -0.4069 0.2228 0.0410 0.299
H -5.715984 -5.498035 5.576596 -0.0769 0.3271 -0.3596 0.277
H -7.387219 -3.809470 6.502337 0.0085 0.0704 -0.6794 0.274
H -6.924114 -4.097456 8.067055 0.4251 -0.6024 0.3064 0.311
H -8.222385 -5.884843 6.330036 -0.0073 -0.1567 -0.2107 0.321
C -2.409835 -6.140746 -5.790107 0.6077 -0.7429 -0.8139 -0.984
C -2.344865 -6.181788 -7.343155 0.9113 0.1361 0.4054 -0.170
O -1.183166 -6.950485 -7.780674 -0.9715 0.4649 1.0797 -0.473
H -2.701286 -7.138547 -5.462177 -0.2119 0.0621 0.1931 0.269
H -3.052101 -5.385999 -5.336277 -0.2639 -0.0744 -0.5297 0.342
H -1.420863 -5.978053 -5.361655 0.1675 0.0707 -0.2574 0.288
H -2.224047 -5.180955 -7.757685 0.0500 0.4003 0.0350 0.273
H -3.266676 -6.548972 -7.794315 -0.0584 -0.3633 0.0666 0.304
H -1.216859 -7.111174 -8.726536 -0.2342 0.0498 -0.1787 0.324
C 3.554965 -2.270176 -6.857537 -0.6524 -0.0914 0.5097 -0.951
C 3.935388 -3.116894 -8.068463 -0.5619 0.5949 0.6956 -0.203
O 5.171498 -2.660315 -8.494224 1.1873 -0.6359 -0.4467 -0.443
H 2.646019 -2.678499 -6.415724 -0.2616 0.1375 -0.0500 0.306
H 3.391111 -1.231653 -7.145163 -0.0033 0.0126 0.0897 0.326
H 4.313120 -2.329280 -6.076631 0.1817 0.0475 -0.2355 0.281
H 3.198207 -2.983397 -8.860193 -0.2679 -0.1750 -0.0459 0.248
H 3.960257 -4.155740 -7.739407 0.4712 -0.0292 -0.4252 0.300
H 5.087604 -1.789986 -8.890554 -0.0960 0.1297 -0.0942 0.332
C 1.729700 3.534570 6.726886 0.9199 0.2329 0.2951 -0.864
C 1.715242 5.035133 6.499850 -0.6025 -0.3464 0.6917 -0.300
O 0.436061 5.347188 5.976986 -0.2786 0.7100 -0.7138 -0.519
H 0.958549 3.275106 7.452227 -0.0522 -0.0886 -0.0915 0.306
H 2.692311 3.277762 7.169071 0.0574 -0.3456 -0.0219 0.307
H 1.579398 2.977545 5.802096 0.0001 0.0757 0.0481 0.231
H 2.518110 5.426693 5.875194 -0.2553 -0.1966 -0.3207 0.297
H 1.773110 5.560783 7.452971 0.5086 -0.0587 0.2108 0.256
H -0.149139 5.296213 6.736287 -0.3062 0.0346 -0.1428 0.322
C -6.394727 4.494901 -3.835889 0.2371 0.4374 0.2890 -1.051
C -5.200512 4.521420 -4.808307 -0.7084 0.3269 0.1380 -0.152
O -4.155882 5.345715 -4.269724 -0.1678 -0.3007 0.0477 -0.514
H -6.849895 5.464799 -3.635363 0.2957 0.3810 -0.5116 0.299
H -6.058726 4.209916 -2.838909 0.1547 -0.4617 -0.0692 0.259
H -7.244138 3.872968 -4.118408 0.4046 -0.3347 -0.2752 0.341
H -5.441245 4.928522 -5.790358 -0.5190 0.0769 -0.0218 0.291
H -4.836831 3.516202 -5.021293 0.1130 -0.2437 0.3336 0.251
H -3.625231 5.593068 -5.030534 0.2182 0.1316 0.0981 0.316
C 7.152698 4.288139 -5.926119 -0.6702 0.7051 -1.2145 -1.008
C 5.892538 5.198683 -6.138748 1.0634 -1.2003 -0.0444 -0.182
O 6.048456 6.361432 -5.376541 0.0166 0.4140 0.6066 -0.488
H 7.176315 3.527061 -6.706056 -0.4470 -0.4419 0.2320 0.332
H 7.235612 3.845416 -4.933530 -0.0935 0.1679 -0.1017 0.279
H 8.053881 4.834695 -6.204037 0.0062 0.4067 0.5654 0.296
H 4.975273 4.657681 -5.906266 -0.0999 -0.1072 0.3652 0.287
H 5.783930 5.464370 -7.190279 0.2731 0.0022 -0.3120 0.250
H 5.191743 6.736392 -5.159642 -0.0464 0.0478 -0.0961 0.303
C 0.189426 -7.482789 1.232477 0.1516 -0.4397 0.4798 -0.917
C 1.620266 -8.010912 1.385291 -0.2756 0.0607 0.3990 -0.176
O 1.728154 -9.192033 0.669129 0.4944 -0.8164 -0.2747 -0.424
H -0.388890 -8.233874 1.770543 -0.3679 0.2573 0.1309 0.278
H -0.163925 -7.548133 0.203414 0.2085 0.3254 -0.1330 0.323
H 0.022153 -6.488652 1.646980 0.0820 -0.0780 -0.0632 0.295
H 1.869998 -8.294858 2.407593 -0.2807 0.1385 0.1695 0.253
H 2.414614 -7.314144 1.117636 0.0479 0.4980 -0.4763 0.269
H 1.449465 -9.058991 -0.239841 -0.0648 0.0547 -0.2332 0.323
C -8.763653 4.571818 2.606488 1.1276 0.6392 0.4629 -0.977
C -8.067750 5.640911 3.526197 -1.8066 -0.9241 -0.7811 -0.208
O -6.994747 6.165208 2.782204 0.4660 0.2172 -0.1712 -0.497
H -8.073808 3.750677 2.411670 -0.0862 -0.0936 -0.0163 0.248
H -8.929821 5.102049 1.668762 -0.0885 -0.1473 -0.0803 0.272
H -9.719784 4.177639 2.950778 0.1749 0.1672 0.3275 0.343
H -7.747481 5.303922 4.512077 0.0468 -0.3631 -0.0328 0.293
H -8.860493 6.374348 3.673584 0.1648 0.4756 0.2305 0.260
H -6.758066 7.021582 3.145810 0.0139 0.0425 0.0633 0.297
C 6.979561 3.987907 0.882713 -0.5580 0.0265 1.3080 -1.054
C 5.476360 3.823927 0.554414 1.7433 0.0990 0.2496 -0.173
O 4.985318 5.102424 0.195232 -0.7608 -0.2027 -0.2238 -0.502
H 7.450106 3.072301 1.240971 0.0237 -0.2026 -0.4696 0.321
H 7.016540 4.635426 1.758756 0.0657 0.2402 0.0321 0.290
H 7.588213 4.490656 0.131124 -0.2074 -0.3401 -0.3565 0.346
H 4.935594 3.494368 1.441581 -0.0201 0.1415 -0.0198 0.257
H 5.371254 3.038518 -0.194043 -0.3871 0.2045 -0.4448 0.224
H 5.556213 5.451594 -0.493060 0.0679 0.0523 -0.0883 0.312
C 5.677529 -3.983440 5.921907 -0.1234 0.3267 0.9654 -0.980
C 4.383549 -3.184845 6.241330 0.4962 -0.1251 0.1548 -0.167
O 4.162420 -2.836819 7.617134 -0.2719 -0.7925 -0.7575 -0.464
H 5.695679 -4.378967 4.906363 -0.1415 0.3105 -0.0385 0.315
H 5.809087 -4.828454 6.597742 -0.3260 -0.0857 0.0652 0.306
H 6.546836 -3.351236 6.102831 0.0862 0.0651 -0.2874 0.303
H 3.512005 -3.734086 5.885193 -0.0772 0.0428 0.4036 0.290
H 4.420255 -2.250030 5.681978 0.0247 0.2160 -0.2999 0.249
H 4.906774 -2.371074 8.005245 0.3348 0.0398 -0.2071 0.319



No. 2
58
Properties=species:S:1:pos:R:3:forces:R:3:mulliken_charge:R:1 method="wB97M-V/def2-TZVPD" multiplicity=1 lumo_ev=2.61 smiles="CC[C@@H](Cl)[C@H](C(=O)[O-])N(CCCCCCCCCCCOC)[PH2]=S" charge=-1 gap_ev=7.3
C -3.050059 -0.846914 -0.330751 0.0765 0.2271 0.3434 -0.780
C -3.925115 -1.243263 0.887953 -0.0528 -0.0165 -1.6061 -0.873
C -3.707372 -2.652674 1.432268 -0.1195 0.8295 1.0618 -0.129
Cl -3.464993 -3.881634 0.126985 0.0236 0.0495 -0.0335 -0.268
C -2.645654 -2.774546 2.523994 0.1365 -0.6609 -0.7436 -0.635
C -3.142119 -2.158295 3.870180 -0.8014 1.0709 1.0590 0.395
O -3.698502 -1.019429 3.857118 0.5261 -0.5808 -0.7574 -0.692
O -2.984060 -2.876933 4.864594 0.2214 -0.4818 -0.1646 -0.734
N -1.310470 -2.313565 2.042112 0.2103 -0.1660 0.5398 0.336
C -1.021459 -0.918531 2.390498 0.9647 0.9147 -0.4165 -1.636
C 0.157952 -0.364388 1.579201 -0.8375 0.1034 -0.1493 -0.269
C 0.179994 1.166864 1.605855 1.3767 -0.5665 0.5583 -1.122
C 1.381980 1.662859 0.778244 -0.6514 0.2453 -0.9583 0.005
C 1.067627 2.871039 -0.130564 0.4992 0.5507 0.8710 -0.491
C 2.259321 3.839803 -0.313393 -0.8807 0.2808 -0.8017 -1.048
C 3.050663 3.596158 -1.596094 0.7667 -0.5162 0.4959 -0.863
C 3.675858 2.177518 -1.707005 0.2003 0.2253 -0.7771 -0.581
C 3.330402 1.406871 -3.010484 0.3037 -0.6396 0.4452 -0.931
C 2.399491 0.192205 -2.776787 -0.3524 0.9831 -0.4007 -0.812
C 0.907835 0.602817 -2.917434 0.6381 -0.0398 0.4097 0.329
O 0.253525 -0.068880 -3.969151 -0.5379 0.0100 0.3893 -0.487
C -0.402978 -1.261913 -3.569340 0.1531 -0.0829 -0.0398 -0.344
P -0.052516 -3.322408 2.581693 -0.2189 -0.0272 1.0425 0.227
S 0.495677 -3.217595 4.439411 0.2817 0.0583 -0.0492 -0.419
H -3.679183 -0.614156 -1.188241 0.0689 -0.0027 -0.1196 0.469
H -2.334995 -1.611435 -0.628047 -0.0782 -0.1209 0.0651 0.199
H -2.467244 0.046189 -0.093754 0.0067 0.0621 -0.0820 0.012
H -3.827783 -0.483748 1.655158 -0.0267 -0.4407 0.4755 0.429
H -4.963574 -1.199263 0.553056 -0.0573 0.0096 0.0489 0.496
H -4.635149 -2.940959 1.919727 -0.0438 -0.2094 -0.0479 0.480
H -2.557941 -3.844501 2.716508 0.0236 0.0014 0.1481 0.634
H -1.860649 -0.256955 2.204471 -0.3769 -0.4275 0.0018 0.350
H -0.764068 -0.785774 3.446795 -0.2652 -0.2263 0.1267 0.616
H 1.092677 -0.775303 1.966859 0.1737 0.1605 -0.1177 0.529
H 0.055410 -0.651023 0.526405 0.0242 -0.2940 0.0305 0.274
H 0.369522 1.452376 2.643622 -0.4206 0.2852 0.0492 0.179
H -0.767417 1.592293 1.279397 -0.0388 -0.0280 -0.1008 0.442
H 2.232139 1.936147 1.400119 0.0002 -0.1694 0.2169 0.655
H 1.694962 0.839174 0.131779 0.1990 -0.0607 0.1220 -0.222
H 0.276143 3.453068 0.348217 -0.1249 -0.1020 -0.0027 0.610
H 0.694253 2.587608 -1.112721 -0.0960 -0.1645 0.0161 -0.049
H 2.895153 3.872312 0.570936 0.1332 -0.2458 0.0116 0.398
H 1.826544 4.842707 -0.393457 0.1432 0.0934 0.0267 0.357
H 2.459554 3.785161 -2.492716 -0.2872 0.0843 0.1422 0.405
H 3.880521 4.306871 -1.620126 -0.0960 0.1621 -0.1205 0.316
H 3.447059 1.542857 -0.854567 -0.0968 0.1349 0.1291 0.447
H 4.759910 2.301058 -1.710584 0.0408 -0.0180 0.2041 0.496
H 2.901333 2.087764 -3.746460 -0.0534 -0.0447 -0.0868 0.475
H 4.258340 1.025702 -3.442701 0.0464 0.0839 -0.0293 0.329
H 2.621966 -0.206418 -1.787051 -0.1013 -0.2211 -0.0212 0.385
H 2.577349 -0.584801 -3.518996 0.0847 -0.0507 -0.0141 0.470
H 0.843354 1.667242 -3.144183 0.0304 0.0441 -0.1254 0.308
H 0.415464 0.470129 -1.947061 -0.3426 -0.1868 -0.1909 -0.304
H -1.371919 -1.330667 -4.061235 0.0708 0.0017 -0.2449 0.264
H 0.218880 -2.119524 -3.836429 -0.1291 -0.1622 0.0453 0.261
H -0.606528 -1.289926 -2.496697 0.1318 0.0821 0.0666 -0.010
H -0.509576 -4.617166 2.286183 -0.0391 0.2278 -0.4913 0.090
H 1.070468 -3.092207 1.766691 -0.4299 -0.0278 -0.4495 0.035